1.
Molecular formula: C18H60O12
Method: DFT, wB97M-V/def2-TZVPD

```
90
Properties=species:S:1:pos:R:3:lowdin_charge:R:1
C 0.30822 -0.48966 -0.52443 -0.14
O -0.86452 -1.22001 -0.83291 -0.14
H 0.75437 -0.01008 -1.40442 0.08
H 0.16376 0.27589 0.23712 0.08
H 1.06441 -1.20028 -0.15036 0.07
H -0.65499 -1.76466 -1.61557 0.05
C -2.89945 -0.48415 2.13592 -0.13
O -2.97254 -0.23366 0.72521 -0.15
H -2.78892 -1.57234 2.22361 0.06
H -2.04677 -0.01375 2.63080 0.07
H -3.83018 -0.23304 2.63514 0.09
H -2.10982 -0.55736 0.37277 0.05
C 1.61971 2.89594 -4.77335 -0.12
O 1.73677 2.52757 -3.38354 -0.16
H 0.80106 2.31109 -5.20413 0.08
H 1.33911 3.94768 -4.85643 0.08
H 2.52670 2.64775 -5.32636 0.07
H 2.67235 2.45253 -3.13601 0.02
C 4.04719 -2.27099 1.32308 -0.18
O 4.54037 -0.96840 1.08746 -0.15
H 4.37292 -2.65542 2.29042 0.08
H 2.95038 -2.31616 1.24646 0.05
H 4.42236 -2.87422 0.49512 0.08
H 4.10854 -0.36708 1.73890 0.04
C 4.13228 0.45656 -3.14879 -0.15
O 4.35139 1.70847 -2.52598 -0.12
H 3.87957 0.55446 -4.21662 0.08
H 4.99423 -0.21318 -3.07790 0.09
H 3.30463 -0.06293 -2.67507 0.07
H 5.22157 2.04898 -2.73880 0.09
C 2.71915 3.81202 -0.03158 -0.14
O 1.45941 3.30011 -0.43527 -0.14
H 3.35756 2.98484 0.31516 0.08
H 3.28279 4.15941 -0.91254 0.08
H 2.63615 4.60740 0.69172 0.08
H 1.58638 2.75777 -1.22619 0.05
C 1.39171 1.39566 3.70942 -0.08
C 2.00219 0.02476 3.48621 -0.21
O 3.49599 0.20179 3.38725 -0.12
H 1.79984 2.04435 4.48102 0.08
H 0.32154 1.27836 3.98630 0.07
H 1.27348 2.01182 2.81106 0.07
H 1.77310 -0.42571 2.52219 0.09
H 1.78142 -0.66024 4.30726 0.10
H 3.86375 0.08609 4.26855 0.09
C -2.09705 3.02602 -1.67105 -0.08
C -1.52275 4.28230 -2.32428 -0.30
O -0.78293 5.07405 -1.39194 -0.09
H -2.70152 3.29547 -0.80348 0.06
H -1.35200 2.24452 -1.53035 0.06
H -2.85883 2.54260 -2.30722 0.08
H -2.27074 4.87869 -2.83858 0.11
H -0.79928 3.94689 -3.09584 0.09
H -0.28528 4.45517 -0.84105 0.03
C 0.84058 -3.17943 -4.13523 -0.08
C -0.52346 -2.52076 -3.96478 -0.30
O -1.27763 -3.06973 -2.88143 -0.09
H 1.32228 -3.14712 -3.14439 0.08
H 1.51439 -2.50889 -4.67774 0.07
H 0.79394 -4.18236 -4.53798 0.07
H -1.08670 -2.57597 -4.90467 0.11
H -0.35729 -1.45998 -3.76195 0.11
H -1.39539 -4.01497 -3.02627 0.10
C 0.02639 -3.04000 2.15371 -0.09
C 0.14909 -3.34938 3.63456 -0.26
O -0.79460 -2.38496 4.18360 -0.11
H 0.28077 -2.01875 1.91051 0.04
H -0.93745 -3.30047 1.71198 0.06
H 0.66277 -3.72419 1.55830 0.08
H 1.16967 -3.18169 3.99340 0.10
H -0.17325 -4.35574 3.91067 0.11
H -0.54125 -2.01544 5.03527 0.08
C -3.75524 -3.31668 -0.04240 -0.10
C -4.55961 -4.12038 0.86715 -0.31
O -5.59259 -4.82383 0.11553 -0.09
H -3.36683 -3.89443 -0.88462 0.08
H -2.85084 -2.93547 0.43661 0.05
H -4.25964 -2.43353 -0.42451 0.09
H -5.07591 -3.48212 1.60182 0.11
H -3.95772 -4.83733 1.44249 0.11
H -5.86200 -5.62004 0.56938 0.06
C -1.74254 3.00430 2.13806 -0.08
C -3.22775 3.02171 2.41501 -0.33
O -3.95747 2.40631 1.38030 -0.10
H -1.29396 3.65942 2.90478 0.08
H -1.57309 3.50326 1.18627 0.06
H -1.20743 2.05922 2.18055 0.04
H -3.57633 4.05482 2.47134 0.11
H -3.52130 2.55680 3.36982 0.11
H -3.51131 1.58409 1.10673 0.03
```

Summary:
HOMO level = -9.115 eV
frontier orbital gap = 9.449 eV
total charge = 0
spin multiplicity = 1

2.
Molecular formula: C18H62O13
Method: DFT, wB97M-V/def2-TZVPD

```
93
Properties=species:S:1:pos:R:3:lowdin_charge:R:1
O -4.40386 15.69422 -7.57806 -0.02
H -4.29935 16.63454 -7.43276 0.04
H -5.33950 15.57963 -7.74446 0.03
O -4.74484 18.22065 -0.98445 -0.04
H -4.44451 17.31180 -0.98906 0.01
H -5.68230 18.16268 -0.79997 0.03
O -7.41478 18.46923 -5.73394 -0.04
H -6.61811 18.96119 -5.93273 0.01
H -7.52035 18.55606 -4.78655 0.03
O -8.95174 17.40875 -2.31190 -0.05
H -8.49352 16.77910 -2.86851 -0.01
H -8.26693 17.78051 -1.75597 0.02
O -9.66425 13.98423 -4.20259 -0.05
H -10.09599 13.97171 -3.34838 0.02
H -8.88865 14.52965 -4.07151 -0.01
O -5.08850 11.27690 -6.35101 -0.06
H -4.46343 10.55466 -6.41332 0.02
H -4.60847 12.03848 -6.67629 -0.02
O -4.90810 20.03125 -4.19013 -0.05
H -4.29994 19.53071 -4.73403 -0.01
H -4.81269 20.93447 -4.49233 0.04
C -2.20451 11.51829 -9.01554 -0.06
C -2.97952 12.83212 -9.11810 -0.48
C -3.98659 12.74327 -10.34301 -0.03
O -3.63917 13.16369 -7.93100 -0.06
H -2.84148 10.79348 -8.50858 0.07
H -1.36590 11.75328 -8.36008 0.08
H -2.01348 11.04648 -9.97939 0.08
H -2.12963 13.43619 -9.43572 0.13
H -3.54873 12.24394 -11.20733 0.07
H -4.20589 13.79583 -10.52223 0.07
H -4.91763 12.28082 -10.01529 0.07
H -3.90694 14.08534 -7.90966 0.02
C -4.90727 16.30744 -3.76781 -0.03
C -6.10485 15.59887 -4.40695 -0.44
C -5.89910 14.13424 -4.80291 -0.03
O -7.05645 15.60251 -3.35281 -0.08
H -4.69455 15.76537 -2.84639 0.08
H -5.00860 17.34212 -3.44031 0.07
H -4.03710 16.35245 -4.42269 0.07
H -6.26803 16.13316 -5.34290 0.11
H -5.68984 13.39134 -4.03324 0.07
H -5.03463 14.03609 -5.45955 0.06
H -6.82896 13.76500 -5.23549 0.08
H -6.46040 15.49155 -2.60849 0.04
C -8.55852 14.56823 -0.39347 -0.03
C -7.05239 14.50224 0.00972 -0.41
C -6.31124 13.29228 -0.60147 -0.05
O -6.42651 15.74721 -0.43184 -0.10
H -8.76873 14.35409 -1.44135 0.06
H -8.93610 15.55492 -0.12518 0.08
H -9.05615 13.81569 0.21820 0.08
H -6.93883 14.49831 1.09378 0.13
H -5.24946 13.51535 -0.49679 0.08
H -6.55809 12.97644 -1.61509 0.07
H -6.69436 12.36191 -0.18229 0.08
H -5.54288 15.78872 -0.05891 0.07
C -0.99380 19.10551 -4.67395 -0.04
C -1.60956 19.02766 -6.08038 -0.43
C -1.71044 17.52391 -6.60987 -0.04
O -2.89823 19.61224 -6.15026 -0.06
H -1.63567 18.58527 -3.96300 0.08
H -0.92521 20.14615 -4.35700 0.08
H 0.00966 18.68546 -4.60525 0.08
H -0.94274 19.56453 -6.75509 0.13
H -1.62979 17.44870 -7.69428 0.08
H -2.56774 16.98047 -6.21262 0.05
H -0.88417 16.88534 -6.29745 0.08
H -3.36316 19.13444 -6.84102 0.08
C -8.90337 12.11495 -8.55151 -0.03
C -8.49505 13.57331 -8.17666 -0.47
C -7.23115 14.04176 -8.73403 -0.07
O -9.55343 14.36116 -8.71478 -0.06
H -9.49611 12.09159 -9.46596 0.07
H -9.55788 11.64889 -7.81497 0.08
H -7.95445 11.62907 -8.77861 0.07
H -8.62024 13.65633 -7.09706 0.13
H -6.36545 13.54924 -8.29122 0.07
H -7.05619 15.09607 -8.51974 0.08
H -7.06164 13.94261 -9.80619 0.10
H -9.27681 14.52849 -9.61871 0.08
C -7.16881 8.43238 -3.63948 -0.07
C -5.64695 8.27925 -3.83160 -0.51
C -4.83153 9.47924 -3.28630 -0.03
O -5.52417 7.10495 -3.15141 -0.05
H -7.64532 8.69954 -2.69626 0.08
H -7.59938 7.50134 -4.00808 0.07
H -7.59080 9.09714 -4.39321 0.07
H -5.59063 8.18500 -4.91606 0.13
H -5.15139 10.48487 -3.55922 0.06
H -3.84056 9.36291 -3.72508 0.07
H -4.62712 9.32279 -2.22714 0.08
H -5.80024 6.43591 -3.78211 0.10
```

Summary:
HOMO level = -9.518 eV
frontier orbital gap = 9.436 eV
total charge = 0
spin multiplicity = 1

3.
Molecular formula: C18H63N21O13
Method: DFT, wB97M-V/def2-TZVPD

```
115
Properties=species:S:1:pos:R:3:lowdin_charge:R:1
C -4.14216 17.45473 21.82822 -0.09
C -4.98700 17.07159 20.64655 -0.29
O -5.42352 15.70293 20.70672 -0.14
H -4.73794 17.67516 22.71397 0.08
H -3.59559 18.32046 21.45422 0.08
H -3.37345 16.71228 22.04261 0.08
H -4.32015 17.03396 19.78515 0.12
H -5.81792 17.77631 20.61439 0.10
H -5.42541 15.25069 19.85993 0.05
C -5.43742 9.02787 18.53689 -0.09
C -6.05119 9.78054 17.38106 -0.26
O -7.36396 10.07318 17.87356 -0.13
H -5.40274 9.55961 19.48776 0.07
H -4.41985 8.71002 18.30967 0.08
H -6.03957 8.15912 18.80294 0.08
H -6.20832 9.17383 16.48925 0.12
H -5.38194 10.60782 17.14481 0.11
H -7.74677 9.19596 17.94797 0.09
C -11.54628 16.26485 16.95019 -0.85
O -11.89535 15.59339 17.92538 0.00
N -10.34360 16.59565 16.85516 0.19
N -12.33860 16.73839 16.06496 0.19
H -10.12971 16.26000 15.92688 0.12
H -9.63809 16.48936 17.57003 0.09
H -13.34267 16.64021 16.01699 0.13
H -11.73767 17.29043 15.46978 0.12
C -11.10905 8.55714 17.60274 -0.77
O -10.95563 7.96502 16.53627 0.01
N -11.18948 9.83433 17.78478 0.17
N -11.55027 7.83817 18.62131 0.15
H -11.80828 10.17027 18.50888 0.11
H -10.62900 10.49905 17.27087 0.08
H -12.05294 8.30686 19.36141 0.09
H -11.54091 6.83109 18.54521 0.12
C -8.28123 13.33400 19.05560 -0.73
O -7.28339 13.38874 19.72086 0.02
N -8.72623 12.30435 18.34289 0.19
N -9.09755 14.33400 18.80082 0.19
H -8.12128 11.56883 18.00650 0.05
H -9.62304 12.56124 17.95580 0.07
H -8.90340 15.18476 19.30937 0.07
H -10.01670 14.22731 18.39600 0.08
C -7.44584 13.28585 14.24996 -0.79
O -8.22646 13.47437 13.38261 0.04
N -6.50330 14.18947 14.57374 0.16
N -7.55354 12.48196 15.24131 0.18
H -6.45128 15.13952 14.23491 0.09
H -5.97952 13.81518 15.35198 0.03
H -8.24237 11.74627 15.17526 0.12
H -7.03778 12.70918 16.07944 0.08
C -6.44467 13.50005 23.71734 -0.68
O -6.49923 13.12559 24.89956 -0.01
N -7.08149 12.86608 22.70540 0.19
N -5.87348 14.68119 23.44683 0.16
H -7.79938 12.23285 23.02747 0.07
H -6.80652 13.06208 21.75352 0.07
H -5.44478 15.20994 24.19298 0.11
H -5.79466 15.10852 22.53509 0.04
C -6.91722 16.92260 16.70251 -0.75
O -6.64671 16.83758 15.53613 0.04
N -7.32047 18.09227 17.14128 0.16
N -6.91077 15.96962 17.64380 0.20
H -7.26415 18.30586 18.12683 0.08
H -7.53370 18.83308 16.48872 0.12
H -6.70744 15.04193 17.30008 0.07
H -7.07265 16.15444 18.62347 0.06
C -11.45309 13.98690 22.23333 -0.76
O -11.20619 14.40164 23.37788 -0.01
N -12.03259 14.71329 21.34096 0.18
N -10.75545 13.01308 21.75090 0.18
H -12.17151 14.47143 20.37023 0.10
H -12.26792 15.65011 21.63602 0.12
H -10.80977 12.76212 20.77408 0.10
H -10.10256 12.53564 22.35577 0.07
C -8.69383 17.23120 21.11019 -0.77
O -8.50874 17.20228 19.92939 0.03
N -9.47528 18.00062 21.77974 0.19
N -8.05289 16.49244 22.00421 0.19
H -10.06266 18.59472 21.21218 0.13
H -9.43992 17.73916 22.75467 0.12
H -8.26486 16.50376 22.99165 0.12
H -7.34604 15.87154 21.63687 0.07
C -11.64357 12.82642 15.27113 -0.78
O -10.91987 12.46455 16.11789 0.05
N -12.77822 12.23725 15.09750 0.19
N -11.37065 13.88439 14.48360 0.19
H -12.98576 11.50032 15.75626 0.12
H -13.51249 12.54230 14.47468 0.12
H -10.41192 14.10869 14.25861 0.09
H -12.16109 14.23220 13.95983 0.10
C -4.27984 13.34690 17.75195 -0.76
O -5.14306 13.67951 16.96045 0.01
N -4.49748 12.87956 18.95956 0.19
N -3.02852 13.54583 17.58040 0.19
H -3.70760 12.59391 19.52045 0.12
H -5.45933 12.70164 19.21112 0.08
H -2.86980 14.18366 16.81354 0.14
H -2.37431 13.35832 18.32668 0.12
C -8.04812 10.06939 21.40051 -0.06
C -9.28131 9.44767 22.04379 -0.38
C -9.62459 9.88191 23.49955 -0.17
O -9.89158 11.25146 23.53722 -0.28
C -9.80246 11.82687 24.87592 -0.05
N -10.41884 9.74618 21.16253 0.03
H -7.15064 9.92097 22.00101 0.08
H -8.26865 11.08161 21.06157 0.06
H -7.76894 9.44461 20.55209 0.06
H -9.23931 8.36984 21.88688 0.13
H -8.69712 9.76191 24.05947 0.13
H -10.56352 9.46231 23.86069 0.13
H -9.84446 12.91606 24.88096 0.07
H -8.80782 11.70008 25.30336 0.09
H -10.75382 11.67681 25.38629 0.10
H -11.02601 10.39582 21.64149 0.05
H -10.23468 10.11812 20.24174 0.04
```

Summary:
HOMO level = -8.554 eV
frontier orbital gap = 8.751 eV
total charge = 0
spin multiplicity = 1

What did we get for total energy? Answer: -1624.481921 -1700.991290 -2851.816180 hartree, in the order shown.
What did we get for max |F|? Answer: 2.58 4.72 9.00 eV/Å, in the order shown.